Record 1
{"formula": "C54H48N4OP2PbS", "method": "ωB97M-V with the def2-TZVPD basis set", "elements": ["Pb", "O", "S", "C", "C", "C", "C", "C", "C", "C", "C", "C", "C", "P", "C", "C", "C", "C", "C", "C", "C", "C", "C", "C", "C", "C", "C", "C", "C", "C", "C", "C", "C", "C", "C", "C", "C", "C", "P", "C", "C", "C", "C", "C", "C", "C", "C", "C", "C", "C", "C", "C", "C", "H", "H", "H", "H", "H", "H", "H", "H", "H", "H", "H", "H", "H", "H", "H", "H", "H", "H", "H", "H", "H", "H", "H", "H", "H", "H", "H", "H", "H", "H", "H", "H", "H", "H", "H", "H", "C", "N", "C", "N", "C", "N", "C", "N", "C", "C", "H", "H", "H", "H", "H", "H", "H", "H", "H", "H", "H", "H"], "coordinates": [[-0.6875, -0.2614, 1.1851], [1.3387, 0.1730, 0.0832], [1.1172, -0.2070, -1.3991], [2.2237, -1.5783, -1.6106], [3.5976, -1.3941, -1.6190], [4.4871, -2.4513, -1.8151], [3.9684, -3.7141, -2.0174], [4.6311, -5.0282, -2.2851], [3.4771, -6.0512, -2.3784], [2.2373, -5.2661, -2.0937], [0.9189, -5.6339, -1.9657], [-0.0119, -4.6541, -1.6064], [0.3004, -3.3067, -1.4422], [-1.0412, -2.2394, -0.8137], [-2.1042, -3.3555, 0.1494], [-3.3880, -3.7447, -0.2173], [-4.1113, -4.5852, 0.6194], [-3.5752, -5.0098, 1.8264], [-2.2930, -4.6192, 2.1985], [-1.5621, -3.7912, 1.3654], [-2.0025, -1.7061, -2.2532], [-1.5952, -1.9943, -3.5532], [-2.4067, -1.6289, -4.6185], [-3.6130, -0.9815, -4.3906], [-4.0094, -0.6769, -3.0944], [-3.1985, -1.0216, -2.0267], [1.6446, -2.8792, -1.6648], [2.5744, -3.9068, -1.9277], [1.8503, 1.1563, -2.3050], [2.6856, 0.8644, -3.3866], [3.3330, 1.8461, -4.1222], [3.1221, 3.1772, -3.7652], [3.7009, 4.4361, -4.3022], [2.9724, 5.5590, -3.5484], [2.0547, 4.8620, -2.6132], [1.1011, 5.3486, -1.7205], [0.3190, 4.4312, -1.0445], [0.4844, 3.0309, -1.1202], [-0.8897, 2.1223, -0.2688], [-2.1975, 2.7419, -1.3810], [-3.0997, 3.7412, -1.0148], [-3.9579, 4.2677, -1.9668], [-3.9159, 3.8108, -3.2786], [-3.0354, 2.7976, -3.6364], [-2.1715, 2.2663, -2.6950], [-1.2125, 2.9480, 1.3301], [-0.3858, 3.8489, 1.9958], [-0.8003, 4.3956, 3.2056], [-2.0235, 4.0448, 3.7589], [-2.8331, 3.1102, 3.1206], [-2.4195, 2.5502, 1.9235], [1.4754, 2.5017, -2.0049], [2.1951, 3.4678, -2.7508], [3.9951, -0.3955, -1.4833], [5.5534, -2.2703, -1.8196], [5.3344, -5.2792, -1.4877], [5.2346, -4.9934, -3.1944], [3.5987, -6.8833, -1.6829], [3.4240, -6.5133, -3.3671], [0.5956, -6.6555, -2.1133], [-1.0396, -4.9623, -1.4590], [-3.8160, -3.4122, -1.1541], [-5.0948, -4.9216, 0.3201], [-4.1551, -5.6470, 2.4801], [-1.8697, -4.9641, 3.1328], [-0.5489, -3.4957, 1.6341], [-0.6684, -2.5255, -3.7319], [-2.1061, -1.8757, -5.6281], [-4.2502, -0.7219, -5.2257], [-4.9521, -0.1758, -2.9185], [-3.5018, -0.7833, -1.0108], [2.8600, -0.1689, -3.6502], [3.9963, 1.5716, -4.9321], [3.5776, 4.5095, -5.3867], [4.7840, 4.4614, -4.1413], [2.4139, 6.2119, -4.2278], [3.6554, 6.2284, -3.0159], [0.9383, 6.4101, -1.5860], [-0.4829, 4.8245, -0.4343], [-3.1386, 4.1146, -0.0006], [-4.6519, 5.0485, -1.6861], [-4.5619, 4.2548, -4.0238], [-3.0173, 2.4285, -4.6530], [-1.4679, 1.4869, -2.9739], [0.5681, 4.1397, 1.5747], [-0.1700, 5.1177, 3.7085], [-2.3473, 4.4983, 4.6862], [-3.7886, 2.8353, 3.5481], [-3.0645, 1.8447, 1.4033], [-0.1745, -1.4704, 4.8245], [0.2639, -0.2269, 4.1355], [-0.3222, 0.9229, 4.8746], [0.0756, 0.9120, 6.2723], [-0.3688, -0.3268, 6.9182], [0.2300, -1.4706, 6.2214], [1.6819, -1.4139, 6.3476], [2.0871, -0.1503, 5.7116], [1.7300, -0.1340, 4.2945], [1.5233, 1.0156, 6.4128], [0.2593, -2.3370, 4.3221], [-1.2622, -1.5309, 4.7730], [-1.4091, 0.8587, 4.8152], [0.0021, 1.8556, 4.4085], [-1.4556, -0.3982, 6.8684], [-0.0628, -0.3268, 7.9635], [2.1407, -2.2591, 5.8352], [1.9797, -1.4284, 7.3942], [2.2074, -0.9756, 3.7899], [2.0812, 0.7961, 3.8446], [1.8869, 1.9396, 5.9638], [1.8020, 0.9934, 7.4646]], "orbital_gap_ha": [0.1498, 0.1397], "charge": 4, "molar_mass_g_mol": 1070.22, "e_tot_ev": -99407.8534}

---

Record 2
{"formula": "C54H48N7O5SZr", "method": "ωB97M-V with the def2-TZVPD basis set", "elements": ["Zr", "O", "C", "C", "C", "C", "C", "C", "C", "C", "C", "O", "C", "C", "C", "C", "C", "C", "C", "C", "C", "C", "C", "C", "N", "C", "C", "C", "C", "C", "C", "C", "C", "C", "C", "C", "C", "H", "H", "H", "H", "H", "H", "H", "H", "H", "H", "H", "H", "H", "H", "H", "H", "H", "H", "H", "H", "H", "H", "H", "H", "H", "H", "H", "C", "C", "N", "N", "C", "N", "S", "C", "C", "C", "C", "C", "N", "H", "H", "H", "H", "H", "H", "H", "H", "H", "H", "N", "C", "O", "C", "C", "C", "C", "N", "C", "H", "H", "H", "H", "H", "H", "O", "C", "O", "C", "C", "C", "C", "C", "C", "H", "H", "H", "H", "H"], "coordinates": [[-0.4415, 0.4337, -0.2116], [0.6711, -0.9235, 0.6060], [2.0713, -0.9909, 0.5951], [2.6013, 0.2264, -0.2384], [2.2295, 0.0767, -1.6863], [3.1447, 0.0837, -2.7209], [2.6921, -0.0836, -4.0193], [1.3347, -0.2396, -4.2508], [0.4580, -0.2056, -3.1783], [-1.0324, -0.2655, -3.3852], [-1.9215, -1.0590, -2.3675], [-1.8636, -0.4832, -1.0737], [-3.3229, -0.9003, -2.9675], [-3.6740, -1.6178, -4.1086], [-4.8737, -1.3674, -4.7539], [-5.7417, -0.4014, -4.2595], [-5.4070, 0.2951, -3.1097], [-4.1976, 0.0535, -2.4683], [-1.5719, -2.5469, -2.2286], [-2.5190, -3.3395, -1.5755], [-2.2888, -4.6844, -1.3432], [-1.1015, -5.2696, -1.7668], [-0.1551, -4.4946, -2.4134], [-0.3846, -3.1414, -2.6377], [0.9143, -0.0568, -1.9273], [2.5742, -2.3209, 0.0361], [1.8815, -3.4804, 0.3619], [2.3601, -4.7277, -0.0051], [3.5464, -4.8399, -0.7151], [4.2402, -3.6892, -1.0587], [3.7629, -2.4422, -0.6783], [2.6118, -0.8111, 2.0306], [3.8488, -1.3139, 2.4265], [4.3123, -1.1152, 3.7194], [3.5508, -0.4047, 4.6353], [2.3150, 0.0938, 4.2520], [1.8509, -0.1054, 2.9587], [3.6696, 0.3687, -0.1085], [2.0720, 1.0995, 0.1613], [4.1942, 0.2422, -2.5138], [3.3914, -0.0854, -4.8453], [0.9487, -0.3714, -5.2524], [-1.2402, -0.6494, -4.3798], [-1.4023, 0.7657, -3.3543], [-3.0021, -2.3787, -4.4924], [-5.1243, -1.9200, -5.6504], [-6.6697, -0.1930, -4.7755], [-6.0848, 1.0429, -2.7174], [-3.9181, 0.6214, -1.5910], [-3.4549, -2.8885, -1.2653], [-3.0427, -5.2817, -0.8452], [-0.9268, -6.3270, -1.6119], [0.7719, -4.9369, -2.7547], [0.3696, -2.5821, -3.1693], [0.9564, -3.3889, 0.9131], [1.8045, -5.6165, 0.2681], [3.9311, -5.8117, -0.9957], [5.1676, -3.7566, -1.6140], [4.3508, -1.5721, -0.9374], [4.4492, -1.8768, 1.7249], [5.2658, -1.5345, 4.0146], [3.9087, -0.2588, 5.6466], [1.7014, 0.6181, 4.9763], [0.8738, 0.2527, 2.6656], [1.2302, 3.3665, 3.8783], [0.7506, 2.9654, 2.5041], [1.5271, 2.8619, 1.4951], [2.8386, 3.1008, 1.7276], [3.7808, 3.2640, 0.7367], [5.0298, 3.4001, 1.2328], [3.4836, 3.2973, -0.8816], [-0.7117, 2.7130, 2.3440], [-1.5820, 3.5634, 3.0185], [-2.9451, 3.3426, 2.9537], [-3.4092, 2.2463, 2.2501], [-2.4973, 1.4456, 1.6005], [-1.1655, 1.6692, 1.6293], [1.5750, 4.4049, 3.8909], [2.0557, 2.7199, 4.1884], [0.4419, 3.2612, 4.6177], [3.1395, 3.2654, 2.6748], [5.2403, 3.4797, 2.2139], [5.7522, 3.6139, 0.5691], [-1.1938, 4.4097, 3.5669], [-3.6342, 4.0158, 3.4464], [-4.4645, 2.0207, 2.1933], [-2.8231, 0.5768, 1.0492], [-0.9438, 0.0226, 6.1575], [-1.0299, -1.3186, 5.9142], [-1.0088, -2.1371, 6.8079], [-1.1173, -1.7362, 4.4773], [-0.7795, -3.0430, 4.1455], [-0.9126, -3.4530, 2.8339], [-1.3397, -2.5361, 1.8849], [-1.6565, -1.2751, 2.1831], [-1.5672, -0.9098, 3.4610], [-0.9903, 0.3114, 7.1204], [-1.0907, 0.7124, 5.4446], [-0.4374, -3.7077, 4.9281], [-0.6884, -4.4713, 2.5451], [-1.4451, -2.8122, 0.8424], [-1.9100, 0.0965, 3.6848], [-2.2282, 2.1875, -0.8246], [-1.2515, 2.6390, -1.4392], [-0.0694, 2.1702, -1.1863], [-1.3997, 3.6778, -2.4830], [-2.5318, 4.4863, -2.4861], [-2.6833, 5.4536, -3.4650], [-1.7141, 5.5985, -4.4501], [-0.5862, 4.7889, -4.4490], [-0.4223, 3.8316, -3.4612], [-3.2778, 4.3448, -1.7150], [-3.5563, 6.0927, -3.4588], [-1.8435, 6.3440, -5.2243], [0.1662, 4.9114, -5.2171], [0.4604, 3.2042, -3.4390]], "relative_energy_ev": 1.6770, "orbital_gap_ha": 0.2876, "charge": 1, "molar_mass_g_mol": 998.31, "e_tot_ev": -89562.9620}